{
  "formula": "C4H5NO2",
  "method": "ωB97M-V/def2-TZVPD",
  "symbols": ["O", "C", "C", "C", "N", "C", "O", "H", "H", "H", "H", "H"],
  "positions_angstrom": [[2.122, -1.142, 0.089], [1.383, -1.240, -0.840], [0.375, 1.186, -0.055], [-0.947, 1.525, 0.599], [-0.527, 0.173, 0.317], [-0.801, -1.032, 0.031], [0.075, -1.731, -0.722], [1.618, -1.063, -1.895], [1.250, 1.209, 0.602], [-1.761, 1.881, -0.034], [-1.053, 1.771, 1.654], [-1.734, -1.537, 0.254]],
  "forces_ev_per_angstrom": [[-0.5, -0.1, -0.4], [0.5, 0.0, 0.3], [0.1, 0.1, 0.0], [-0.4, 0.1, 0.2], [-0.1, -0.4, -0.2], [0.1, 0.3, 0.1], [-0.1, 0.0, 0.0], [0.0, -0.1, 0.1], [-0.1, 0.0, -0.1], [0.1, 0.0, 0.1], [0.1, -0.2, -0.1], [0.2, 0.1, 0.0]],
  "total_energy_ev": -9809.5195,
  "de_lowest_kj_mol": 462.7,
  "homo_energy_ev": [-7.522, -7.523],
  "gap_ev": [8.324, 8.326]
}

{
  "formula": "C16H32NO10",
  "method": "ωB97M-V/def2-TZVPD",
  "symbols": ["O", "H", "H", "H", "C", "C", "C", "O", "C", "C", "C", "O", "O", "O", "H", "H", "C", "C", "O", "H", "H", "H", "H", "H", "C", "C", "O", "H", "H", "H", "H", "H", "O", "H", "H", "C", "O", "C", "C", "N", "C", "C", "O", "C", "H", "H", "H", "H", "H", "H", "H", "H", "H", "H", "H", "H", "H", "H", "H"],
  "positions_angstrom": [[-4.873, 0.863, -11.214], [-5.070, 1.675, -11.723], [-5.741, 0.661, -10.730], [-4.024, 1.075, -10.637], [-1.792, 1.618, -7.627], [-2.796, 1.231, -8.502], [-3.836, 0.263, -7.960], [-4.529, -0.330, -8.782], [-3.980, 0.082, -6.537], [-3.054, 0.617, -5.635], [-1.883, 1.407, -6.220], [-0.933, 1.714, -5.501], [-3.093, 0.373, -4.395], [-2.774, 1.396, -9.765], [-0.949, 2.187, -8.006], [-4.790, -0.496, -6.116], [-1.704, -0.739, -12.866], [-2.549, -1.928, -12.383], [-2.898, -1.835, -11.092], [-0.685, -0.779, -12.450], [-2.121, 0.173, -12.423], [-1.586, -0.568, -13.955], [-1.970, -2.883, -12.571], [-3.474, -1.967, -13.030], [-9.391, -0.521, -11.537], [-8.422, 0.244, -10.579], [-7.239, -0.427, -10.492], [-10.306, 0.092, -11.676], [-9.713, -1.415, -11.006], [-8.886, -0.698, -12.485], [-8.956, 0.170, -9.598], [-8.258, 1.287, -10.936], [-2.230, 4.086, -10.631], [-2.794, 4.795, -10.309], [-2.625, 3.274, -10.243], [-6.866, 4.389, -10.075], [-5.879, 3.949, -10.968], [-5.903, 4.603, -12.201], [-4.615, 4.267, -12.957], [-4.627, 2.854, -13.281], [-3.317, 2.377, -13.725], [-2.701, 3.004, -14.942], [-3.681, 3.282, -15.947], [-3.094, 3.575, -17.173], [-6.591, 5.352, -9.627], [-6.879, 3.673, -9.250], [-7.876, 4.370, -10.496], [-5.950, 5.698, -12.070], [-6.756, 4.340, -12.847], [-3.764, 4.513, -12.323], [-4.681, 4.995, -13.787], [-5.189, 2.699, -14.116], [-3.322, 1.284, -13.766], [-2.597, 2.443, -12.897], [-1.934, 2.320, -15.326], [-2.183, 3.956, -14.749], [-2.651, 4.584, -17.195], [-3.874, 3.554, -17.937], [-2.308, 2.865, -17.458]],
  "forces_ev_per_angstrom": [[-0.4, 1.0, -0.5], [0.3, 0.0, -0.3], [-0.1, -1.6, 0.5], [0.3, -0.8, 1.2], [-1.0, 0.7, -0.7], [1.2, -1.0, 0.5], [-1.4, -0.5, 0.6], [-0.1, 0.4, 0.1], [0.9, 1.0, -0.2], [-1.0, -1.0, 0.5], [0.8, -0.5, -0.4], [0.3, 0.5, 0.8], [0.3, 0.6, -0.1], [-0.7, 1.3, -0.9], [0.1, 0.0, 0.1], [-0.1, -0.2, -0.3], [0.8, 0.8, 0.2], [-0.8, -0.3, 1.2], [0.7, 0.0, -0.6], [-0.1, -0.2, 0.0], [-0.1, -0.2, 0.0], [-0.2, -0.3, -0.1], [0.1, 0.0, -0.6], [0.1, -0.1, -0.5], [-0.4, 1.3, 0.5], [1.0, -2.0, -0.1], [0.1, 1.2, -0.4], [0.1, -0.1, -0.3], [0.3, -0.4, -0.3], [-0.1, -0.3, 0.0], [-0.2, 0.9, 0.1], [-0.6, 0.3, 0.2], [-0.2, 0.3, -0.1], [0.0, 0.0, 0.1], [0.4, -0.6, 0.1], [0.1, -0.7, 0.8], [-0.3, 0.0, -0.2], [0.8, 0.3, -0.2], [-1.5, 0.8, 0.5], [0.8, 0.2, -1.2], [0.7, -1.1, 1.6], [0.3, 0.6, -0.4], [0.0, -0.6, 0.1], [-0.1, 0.3, -0.4], [-0.2, 0.3, -0.3], [0.1, 0.0, -0.1], [0.1, 0.3, -0.2], [0.0, 0.0, 0.1], [-0.2, -0.3, 0.3], [0.1, -0.2, -0.1], [0.6, -0.5, -0.4], [-0.5, 0.1, 0.4], [-0.6, 0.1, -0.7], [-0.1, 0.6, 0.0], [-0.1, -0.1, -0.1], [-0.1, 0.0, 0.3], [0.1, 0.0, 0.1], [0.0, 0.0, 0.0], [0.0, -0.1, 0.1]],
  "charge": -3,
  "total_energy_ev": -39067.1868,
  "homo_energy_ev": 2.538,
  "gap_ev": 2.756
}

{
  "formula": "C20H41N2OP3Sc",
  "method": "ωB97M-V/def2-TZVPD",
  "symbols": ["Sc", "P", "P", "P", "H", "C", "C", "H", "C", "C", "C", "C", "C", "C", "C", "C", "C", "H", "H", "H", "H", "H", "H", "H", "H", "H", "H", "H", "H", "H", "H", "H", "H", "H", "H", "H", "H", "H", "H", "H", "H", "H", "H", "H", "H", "H", "C", "C", "C", "C", "C", "C", "O", "H", "H", "H", "H", "H", "H", "N", "C", "C", "N", "C", "H", "H", "H", "H"],
  "positions_angstrom": [[0.000, 0.000, 0.000], [-1.727, 1.274, 0.841], [-1.531, -1.584, -0.740], [1.447, 1.795, 0.212], [-0.281, -0.185, -2.836], [0.461, 0.184, -2.124], [1.356, -0.777, -1.496], [1.250, -1.830, -1.743], [-2.666, 2.414, -0.294], [-3.194, 0.465, 1.649], [-1.440, 2.495, 2.215], [-0.948, -2.897, -1.907], [-2.497, -2.699, 0.386], [-2.918, -0.928, -1.777], [3.095, 1.706, -0.625], [2.051, 2.412, 1.852], [0.885, 3.396, -0.526], [0.873, 1.134, -2.468], [2.404, -0.514, -1.375], [-3.462, 2.958, 0.230], [-3.103, 1.833, -1.111], [-1.972, 3.131, -0.739], [-3.900, 1.218, 2.018], [-2.848, -0.143, 2.491], [-3.720, -0.188, 0.950], [-2.382, 2.971, 2.512], [-0.743, 3.277, 1.907], [-1.016, 1.976, 3.079], [-1.793, -3.529, -2.198], [-0.188, -3.516, -1.422], [-0.512, -2.450, -2.804], [-3.379, -3.091, -0.133], [-2.814, -2.174, 1.287], [-1.866, -3.540, 0.681], [-3.488, -1.743, -2.237], [-2.502, -0.286, -2.556], [-3.597, -0.328, -1.166], [3.632, 2.649, -0.476], [2.969, 1.534, -1.697], [3.687, 0.886, -0.210], [2.641, 3.326, 1.725], [2.684, 1.651, 2.317], [1.215, 2.616, 2.523], [1.684, 4.146, -0.506], [0.023, 3.787, 0.019], [0.581, 3.214, -1.560], [-1.663, 6.985, -2.636], [-2.299, 7.565, -3.737], [-1.710, 7.482, -4.999], [-0.492, 6.823, -5.169], [0.134, 6.247, -4.061], [-0.443, 6.323, -2.796], [-2.193, 7.034, -1.368], [-3.033, 7.518, -1.401], [-3.249, 8.080, -3.607], [-2.209, 7.935, -5.850], [-0.036, 6.760, -6.152], [1.083, 5.731, -4.182], [0.035, 5.878, -1.929], [1.682, -2.349, 3.182], [0.738, -1.729, 3.911], [0.032, -0.885, 3.080], [0.542, -0.986, 1.838], [1.543, -1.881, 1.929], [2.380, -3.048, 3.519], [0.577, -1.880, 4.970], [-0.785, -0.253, 3.373], [2.160, -2.186, 1.094]],
  "forces_ev_per_angstrom": [[1.1, -2.5, 5.1], [-5.7, 4.2, 2.6], [-4.9, -4.5, -2.2], [4.1, 5.8, 0.7], [-0.6, -0.2, 0.8], [4.9, -3.5, -2.7], [-0.4, 2.1, -6.4], [-0.8, -0.2, 0.7], [0.7, -0.4, -0.7], [0.3, -0.8, -0.1], [0.8, -0.2, 0.0], [0.5, 0.2, 0.1], [0.4, 0.3, 0.4], [0.2, 0.5, 0.1], [-0.1, -0.5, -0.2], [-0.3, -0.5, 0.2], [-0.5, -0.3, -0.2], [-0.1, 0.3, 0.9], [-0.2, 0.5, 0.9], [0.3, -0.3, 0.1], [-0.1, 0.2, 0.1], [-0.2, 0.1, 0.0], [0.4, 0.0, -0.2], [-0.2, 0.1, -0.1], [0.0, 0.1, 0.1], [0.1, -0.3, -0.3], [-0.1, -0.1, 0.1], [-0.1, 0.2, 0.0], [0.1, 0.2, 0.1], [-0.1, -0.1, -0.1], [-0.1, -0.1, 0.0], [0.2, 0.2, 0.0], [0.0, -0.2, -0.1], [0.0, 0.1, 0.0], [0.3, 0.1, 0.1], [-0.3, 0.0, -0.1], [0.0, -0.1, -0.1], [-0.2, -0.2, 0.0], [0.1, 0.1, 0.0], [0.1, 0.1, 0.0], [-0.2, -0.2, -0.2], [0.0, 0.1, 0.0], [0.2, 0.0, 0.0], [-0.1, -0.3, 0.0], [0.1, 0.1, -0.1], [0.0, 0.3, 0.0], [0.1, 0.0, -0.2], [0.2, -0.2, 0.1], [0.1, -0.1, 0.2], [0.0, -0.1, 0.2], [-0.2, 0.1, -0.1], [-0.3, 0.1, -0.2], [-0.3, 0.0, -0.3], [0.3, -0.1, 0.1], [0.2, -0.1, 0.0], [0.1, -0.1, 0.1], [-0.1, 0.0, 0.2], [-0.1, 0.1, 0.0], [0.0, 0.1, 0.0], [0.6, -0.2, -1.0], [-1.5, 0.9, 1.3], [0.2, -0.7, 2.0], [1.1, -0.7, -1.0], [0.5, -0.2, -0.7], [-0.8, 0.8, -0.4], [0.2, -0.1, -0.1], [0.0, 0.1, -0.1], [0.0, -0.1, 0.2]],
  "charge": 3,
  "total_energy_ev": -74970.7684,
  "de_lowest_kj_mol": 466.2,
  "homo_energy_ev": [-13.981, -13.966],
  "gap_ev": [1.334, 1.303]
}

{
  "formula": "C6H6O4",
  "method": "ωB97M-V/def2-TZVPD",
  "symbols": ["O", "C", "C", "C", "C", "C", "O", "C", "O", "H", "H", "H", "H", "O", "H", "H"],
  "positions_angstrom": [[4.275, 0.406, 0.136], [3.511, -0.464, 0.486], [2.083, -0.402, 0.250], [0.897, -0.357, 0.004], [-0.532, -0.330, -0.292], [-1.306, 0.751, 0.470], [-0.882, 0.284, -1.497], [-1.222, -1.683, -0.155], [-0.692, -2.641, 0.339], [3.860, -1.367, 1.027], [-2.173, 0.295, 0.965], [-0.647, 1.253, 1.190], [-2.277, -1.684, -0.506], [-2.031, 1.983, -0.388], [-1.488, 1.270, -1.571], [-1.377, 2.687, -0.458]],
  "forces_ev_per_angstrom": [[-0.3, -0.5, 0.2], [0.5, 0.3, 0.1], [-1.3, 0.1, -0.3], [1.2, -0.2, 0.1], [-1.7, 3.1, -0.9], [-1.3, 1.8, 2.4], [0.2, 0.1, -4.8], [0.3, -0.4, 0.4], [-0.3, 0.3, -0.3], [-0.1, 0.2, -0.2], [0.1, 0.6, -0.1], [-0.5, 0.1, -0.2], [0.2, 0.0, -0.1], [1.3, -2.3, 1.4], [1.7, -3.5, 1.8], [0.2, 0.2, 0.4]],
  "total_energy_ev": -14503.3934,
  "smiles": "O=CC#C[C@@](O)(C=O)CO",
  "de_lowest_kj_mol": 585.8,
  "homo_energy_ev": -10.188,
  "gap_ev": 9.855
}